1.
The following is a quantum chemistry calculation of 6 unconnected molecules or ions with the total composition C34H55N2O11PS in a non-equilibrium geometry, from the Open Molecules 2025 dataset.

Summary:
- Strongest force on any atom: 4.851 eV Å⁻¹
- Orbital gap: 7.657 eV
- HOMO energy: -7.18 eV
- SMILES string: NCCc1ccc2c(c1)Sc1cc([PH2]=O)ccc1N2.CCOC(C)=O.CCOC(C)=O.CCOC(C)=O.CCOC(C)=O.CCOC(C)=O
- Total energy: -81768.9620 eV

Last column: Mulliken charge in e.
CARTESIAN COORDINATES (ANGSTROEM)
N  -4.180  2.338  -1.156  -0.637
C  -3.280  1.904  -0.036  -0.456
C  -3.041  0.285  -0.011  -0.616
C  -1.435  0.100  -0.051  0.416
C  -0.640  0.701  1.159  -0.589
C  0.912  0.665  1.279  -0.607
C  1.667  -0.032  0.096  0.054
C  0.868  -0.652  -1.109  0.784
C  -0.675  -0.604  -1.203  -0.709
S  1.957  -1.411  -2.428  -0.204
C  3.350  -0.165  -2.495  0.234
C  3.973  0.286  -3.831  -0.433
C  5.098  1.365  -3.759  0.124
P  5.801  1.937  -5.431  0.404
O  6.701  3.197  -5.280  -0.670
C  5.547  1.921  -2.392  -0.467
C  4.913  1.454  -1.040  -0.642
C  3.784  0.386  -1.085  0.355
N  3.145  -0.076  0.157  -0.161
H  -3.608  2.539  -1.998  0.276
H  -4.510  3.286  -0.871  0.216
H  -2.260  2.416  -0.227  0.408
H  -3.613  2.272  0.999  0.248
H  -3.475  -0.093  -0.999  0.345
H  -3.521  -0.163  0.919  0.327
H  -1.242  1.201  1.994  0.222
H  1.453  1.116  2.177  0.156
H  -1.219  -1.053  -2.100  0.203
H  3.584  -0.179  -4.793  0.211
H  4.638  2.387  -6.176  0.066
H  6.427  0.872  -6.162  0.105
H  6.366  2.715  -2.315  0.377
H  5.207  1.865  -0.017  0.253
H  3.475  0.478  0.959  0.375
C  0.369  -0.769  -9.166  -0.993
C  0.497  -1.455  -7.821  -0.433
O  1.279  -0.664  -6.913  -0.361
C  0.786  0.341  -6.163  0.878
C  -0.590  0.867  -6.456  -1.157
O  1.477  0.852  -5.312  -0.493
H  -0.149  0.188  -9.082  0.275
H  -0.180  -1.399  -9.868  0.364
H  1.358  -0.557  -9.580  0.307
H  -0.471  -1.711  -7.383  0.367
H  1.036  -2.397  -7.948  0.320
H  -0.507  1.735  -7.112  0.279
H  -1.051  1.168  -5.513  0.271
H  -1.258  0.134  -6.903  0.380
C  2.399  5.412  5.576  -1.024
C  1.843  4.689  4.367  -0.265
O  2.879  4.413  3.411  -0.379
C  3.692  3.343  3.468  0.725
C  3.723  2.516  4.719  -0.653
O  4.435  3.100  2.540  -0.611
H  3.137  4.804  6.104  0.265
H  1.598  5.666  6.274  0.353
H  2.906  6.330  5.270  0.332
H  1.301  3.777  4.632  0.206
H  1.125  5.337  3.859  0.370
H  4.545  2.856  5.352  0.397
H  3.890  1.473  4.439  0.195
H  2.795  2.534  5.284  0.167
C  -7.619  2.635  0.246  -1.102
C  -6.967  1.270  0.329  -0.120
O  -6.619  0.950  1.687  -0.324
C  -7.469  0.412  2.581  0.706
C  -8.937  0.372  2.265  -0.912
O  -7.055  0.030  3.653  -0.588
H  -8.553  2.671  0.810  0.356
H  -7.832  2.897  -0.792  0.351
H  -6.962  3.397  0.675  0.292
H  -7.579  0.481  -0.116  0.317
H  -6.029  1.286  -0.232  0.150
H  -9.421  1.244  2.709  0.244
H  -9.359  -0.536  2.700  0.300
H  -9.159  0.334  1.201  0.325
C  -0.228  -7.707  -0.913  -0.943
C  -0.530  -6.876  -2.143  -0.424
O  -0.795  -5.510  -1.789  -0.375
C  0.158  -4.577  -1.600  0.651
C  1.592  -5.006  -1.485  -0.724
O  -0.155  -3.416  -1.456  -0.450
H  0.667  -7.353  -0.398  0.275
H  -0.080  -8.755  -1.183  0.351
H  -1.051  -7.639  -0.197  0.297
H  0.257  -6.939  -2.899  0.368
H  -1.441  -7.251  -2.615  0.291
H  1.848  -5.117  -0.430  0.218
H  2.221  -4.232  -1.930  0.147
H  1.822  -5.929  -2.015  0.336
C  0.845  -2.486  5.447  -0.987
C  2.193  -1.822  5.636  -0.446
O  2.064  -0.391  5.650  -0.336
C  1.745  0.332  6.739  0.916
C  1.233  -0.371  7.963  -1.286
O  1.809  1.542  6.697  -0.589
H  0.164  -2.257  6.269  0.280
H  0.956  -3.571  5.384  0.370
H  0.368  -2.126  4.532  0.299
H  2.718  -2.176  6.527  0.367
H  2.834  -2.062  4.785  0.348
H  0.142  -0.361  7.948  0.296
H  1.588  0.167  8.844  0.325
H  1.587  -1.394  8.066  0.378


2.
The following is a quantum chemistry calculation of a molecular structure, C34H56IrN3O3Si4 in a non-equilibrium geometry, from the Open Molecules 2025 dataset.

Summary:
- Strongest force on any atom: 1.540 eV Å⁻¹
- Orbital gap (alpha / beta): 5.726 / 5.727 eV
- HOMO energy (alpha / beta): -6.13 / -6.13 eV
- Relative energy (zero: lowest compared OMol25 entry of this formula, charge and spin): 394.0 kJ/mol
- Total energy: -81128.6074 eV

Last column: Mulliken charge in e.
CARTESIAN COORDINATES (ANGSTROEM)
Ir  0.357  -0.222  -0.416  1.290
C  1.139  3.529  0.761  -1.104
N  0.490  2.560  1.634  0.997
C  1.005  2.680  2.982  -1.433
C  -0.925  2.541  1.506  -0.368
C  -1.749  3.080  2.493  -0.158
C  -3.132  3.071  2.370  -0.787
C  -3.715  2.530  1.236  -0.844
C  -2.905  1.995  0.245  0.052
C  -1.520  1.983  0.356  -0.933
N  -0.736  1.424  -0.681  0.345
C  -0.567  2.146  -1.824  0.006
C  -1.256  3.319  -2.194  -1.004
C  -0.938  3.980  -3.364  -0.922
C  0.078  3.532  -4.201  -1.190
C  0.790  2.400  -3.829  -0.376
C  0.470  1.721  -2.668  1.182
N  1.262  0.571  -2.183  1.551
C  1.370  -0.413  -3.277  -0.912
C  2.619  1.053  -1.834  -0.469
H  0.948  4.561  1.093  0.353
H  0.789  3.427  -0.261  0.127
H  2.219  3.360  0.777  0.366
H  2.065  2.421  2.974  0.278
H  0.492  1.986  3.647  0.422
H  0.915  3.698  3.396  0.418
H  -1.299  3.518  3.375  0.481
H  -3.746  3.500  3.152  0.447
H  -4.792  2.523  1.120  0.431
H  -3.343  1.551  -0.642  0.556
H  -2.035  3.706  -1.551  0.437
H  -1.492  4.874  -3.625  0.398
H  0.325  4.061  -5.110  0.400
H  1.612  2.066  -4.450  0.343
H  1.983  -1.241  -2.934  -1.198
H  1.836  0.032  -4.162  0.717
H  0.376  -0.777  -3.525  0.158
H  3.126  1.456  -2.717  0.458
H  3.191  0.224  -1.426  -0.207
H  2.526  1.827  -1.077  -0.199
C  -1.845  1.072  5.826  -0.522
O  -0.780  0.139  5.967  -0.508
C  -0.284  -0.395  4.839  1.589
C  0.793  -1.310  5.053  -1.404
C  1.376  -1.906  3.989  -1.157
C  0.965  -1.622  2.646  -0.137
C  1.520  -2.306  1.565  1.155
C  2.363  -3.525  1.827  -2.203
O  1.258  -1.970  0.341  -0.388
C  -0.147  -0.719  2.450  0.043
O  -0.679  -0.537  1.316  -1.179
C  -0.747  -0.114  3.587  -0.578
H  -2.065  1.428  6.827  0.298
H  -2.726  0.587  5.399  0.294
H  -1.548  1.906  5.186  0.100
H  1.101  -1.513  6.069  0.472
H  2.164  -2.623  4.167  0.430
H  1.802  -4.243  2.420  0.554
H  3.251  -3.247  2.391  0.558
H  2.682  -4.013  0.913  0.082
H  -1.575  0.554  3.397  0.431
C  4.188  -1.885  -3.049  -1.252
Si  3.567  -2.930  -1.597  1.505
C  4.578  -2.301  -0.121  -1.386
C  4.146  -4.697  -1.940  -1.516
Si  1.163  -3.047  -1.242  0.133
Si  0.621  -3.586  -3.579  1.308
C  0.929  -5.457  -3.562  -1.276
C  1.701  -2.973  -5.008  -1.301
C  -1.134  -3.264  -4.177  -1.345
Si  -0.918  -3.971  -0.339  1.030
C  -1.395  -5.648  -1.051  -1.362
C  -2.280  -2.722  -0.641  -0.383
C  -0.868  -4.269  1.518  -0.995
H  5.012  -2.455  -3.489  0.394
H  4.584  -0.937  -2.686  0.487
H  3.476  -1.664  -3.841  0.277
H  5.384  -1.671  -0.504  0.545
H  5.032  -3.125  0.429  0.390
H  4.007  -1.692  0.579  0.174
H  5.240  -4.717  -1.911  0.428
H  3.844  -5.031  -2.933  0.322
H  3.777  -5.425  -1.215  0.379
H  1.842  -5.734  -3.037  0.239
H  1.031  -5.798  -4.597  0.457
H  0.116  -6.012  -3.110  0.329
H  2.743  -3.285  -4.925  0.297
H  1.679  -1.890  -5.130  0.264
H  1.301  -3.414  -5.926  0.470
H  -1.905  -3.463  -3.435  0.241
H  -1.335  -3.903  -5.042  0.431
H  -1.243  -2.226  -4.501  0.380
H  -1.733  -5.614  -2.086  0.358
H  -2.224  -6.025  -0.445  0.424
H  -0.579  -6.367  -0.978  0.356
H  -2.605  -2.651  -1.676  0.320
H  -1.954  -1.731  -0.322  -0.429
H  -3.130  -3.035  -0.028  0.422
H  -0.025  -4.876  1.832  0.170
H  -1.780  -4.805  1.796  0.526
H  -0.854  -3.334  2.076  0.150